A single C4H12N2O molecule. Source: the Open Molecules 2025 dataset; level of theory: wB97M-V/def2-TZVPD.

## Properties
* orbital gap: 9.5 eV
* lowest unoccupied orbital energy: 0.85 eV
* multiplicity: 1
* HOMO level: -8.68 eV
* ΔE to the lowest compared entry with this formula, charge and spin: 44.2 kcal/mol
* total energy: -344.31461 Ha
* SMILES: NCNCCCO

Bonds (Å) are listed after each position.
Geometry (Å):
1 O 0.374 -0.412 2.600  C6 1.411, H18 0.936
2 N -1.886 1.163 -1.763  C7 1.446, H11 1.003, H19 1.012
3 N 0.247 0.744 -0.576  C4 1.442, C7 1.457, H14 1.013
4 C -0.209 -0.582 -0.242  N3 1.442, C5 1.534, H9 1.105, H17 1.087
5 C 0.908 -1.396 0.423  C4 1.534, C6 1.516, H8 1.089, H10 1.085
6 C 1.406 -0.733 1.692  O1 1.411, C5 1.516, H15 1.087, H16 1.093
7 C -0.598 1.659 -1.334  N2 1.446, N3 1.457, H12 1.100, H13 1.092
8 H 0.484 -2.348 0.741  C5 1.089
9 H -1.077 -0.622 0.441  C4 1.105
10 H 1.725 -1.385 -0.290  C5 1.085
11 H -2.175 0.408 -1.170  N2 1.003
12 H -0.054 1.978 -2.235  C7 1.100
13 H -0.761 2.603 -0.810  C7 1.092
14 H 0.467 1.181 0.311  N3 1.013
15 H 2.123 -1.321 2.259  C6 1.087
16 H 1.855 0.224 1.418  C6 1.093
17 H -0.495 -1.156 -1.120  C4 1.087
18 H -0.455 -0.762 2.343  O1 0.936
19 H -1.879 0.757 -2.689  N2 1.012